# C5H12N4

The molecule C5H12N4 in a non-equilibrium geometry (ωB97M-V/def2-TZVPD, OMol25).

Last column: Mulliken charge in e.
Positions of all 21 atoms, in Å:
C 1.997 0.159 -1.655  -0.8934
C -1.938 1.105 0.508  -1.0373
C 0.469 -1.237 1.937  -1.2873
N 0.904 -0.389 -0.903  -0.3797
C -0.382 -0.194 -0.915  0.3002
C 0.462 0.078 1.197  0.8043
N -1.206 -0.877 -1.752  -0.3691
N -0.807 0.238 0.285  0.0429
N 1.003 1.101 1.759  -0.7942
H -0.802 -1.118 -2.645  0.2332
H -2.187 -0.954 -1.544  0.2255
H 0.921 1.925 1.163  0.2584
H 2.315 -0.559 -2.423  0.2959
H 2.847 0.305 -0.986  0.2758
H 1.727 1.095 -2.159  0.3013
H -1.636 1.923 1.172  0.3745
H -2.754 0.559 0.991  0.2949
H -2.312 1.526 -0.431  0.3665
H 0.268 -2.077 1.271  0.3201
H 1.430 -1.381 2.437  0.3898
H -0.319 -1.227 2.692  0.2775

## Properties
- Highest occupied orbital energy: -7.4 eV
- Relative energy (zero: lowest compared OMol25 entry of this formula, charge and spin): 64.7 kcal per mole
- Gap between HOMO and LUMO: 8.0 eV
- Structure (SMILES): [H]/N=C(/C)N(C)/C(N)=N/C
- E_LUMO: 0.559 eV

***

# C40H104N8O12

A cluster of 8 separate species, C40H104N8O12 in total in a non-equilibrium geometry (ωB97M-V/def2-TZVPD, OMol25).

Last column: Mulliken charge in e.
Positions of all 164 atoms, in Å:
C 6.610 0.403 -6.244  -0.7799
O 5.498 1.220 -6.533  -0.2956
C 4.539 1.220 -5.495  -0.4050
C 3.523 2.221 -5.888  -0.6763
N 2.480 1.503 -6.733  -0.4393
C 1.371 2.401 -7.120  -0.6501
C 0.090 1.528 -6.977  -0.5137
O 0.231 0.729 -5.807  -0.3717
C -0.813 -0.177 -5.468  -0.7026
H 6.353 -0.614 -5.946  0.2956
H 7.263 0.936 -5.553  0.3061
H 7.232 0.347 -7.138  0.2661
H 4.966 1.611 -4.572  0.3521
H 4.054 0.267 -5.282  0.2978
H 3.984 3.023 -6.465  0.3836
H 3.145 2.697 -4.984  0.3961
H 2.007 0.895 -6.080  0.4031
H 1.474 2.626 -8.182  0.3044
H 1.260 3.355 -6.604  0.3017
H 0.014 1.005 -7.930  0.3158
H -0.787 2.159 -6.838  0.4310
H -0.828 -0.531 -4.437  0.1820
H -0.675 -1.111 -6.013  0.3106
H -1.745 0.310 -5.753  0.2853
C -7.114 -0.351 -0.698  -0.7123
O -7.143 -1.749 -0.915  -0.2771
C -6.924 -2.083 -2.321  -0.6988
C -6.630 -3.630 -2.226  -0.6970
N -5.254 -3.904 -1.794  -0.3991
C -4.874 -5.302 -1.731  -0.6514
C -3.889 -5.353 -0.533  -0.5951
O -4.217 -4.612 0.563  -0.4005
C -3.311 -4.624 1.691  -0.7824
H -7.911 0.144 -1.253  0.3111
H -6.116 0.075 -0.793  0.2456
H -7.358 -0.215 0.356  0.2356
H -6.193 -1.521 -2.903  0.3611
H -7.852 -1.864 -2.850  0.4347
H -6.882 -4.060 -3.195  0.5059
H -7.427 -4.069 -1.627  0.3852
H -5.152 -3.627 -0.828  0.3399
H -4.287 -5.508 -2.627  0.2264
H -5.795 -5.881 -1.678  0.3904
H -2.892 -5.058 -0.858  0.3833
H -3.670 -6.368 -0.200  0.5063
H -3.898 -4.549 2.606  0.2923
H -2.451 -3.958 1.771  0.2858
H -2.930 -5.645 1.722  0.3155
C 3.793 6.302 5.917  -0.7861
O 2.418 6.709 5.871  -0.3004
C 1.668 5.556 5.631  -0.6250
C 0.154 5.699 5.669  -0.6748
N -0.191 6.689 4.654  -0.3491
C -1.587 7.060 4.927  -0.5261
C -1.709 8.229 4.050  -0.6682
O -0.836 9.344 4.412  -0.3719
C -1.257 9.972 5.556  -0.6998
H 4.199 6.002 4.951  0.3362
H 4.100 5.508 6.597  0.3005
H 4.286 7.260 6.082  0.2757
H 1.845 4.844 6.437  0.4314
H 1.990 5.048 4.722  0.3654
H -0.035 5.959 6.711  0.3626
H -0.315 4.753 5.399  0.3026
H 0.360 7.512 4.854  0.3492
H -1.821 7.330 5.957  0.2633
H -2.177 6.190 4.639  0.4129
H -2.729 8.614 4.054  0.4499
H -1.596 8.061 2.979  0.3130
H -0.574 10.809 5.694  0.2488
H -1.276 9.329 6.436  0.2777
H -2.245 10.416 5.429  0.3121
C -10.105 -0.689 7.283  -0.6925
O -8.786 -1.201 7.219  -0.3183
C -8.174 -1.419 5.941  -0.6421
C -6.653 -1.783 6.105  -0.6170
N -5.888 -0.836 6.943  -0.3413
C -4.471 -1.113 6.763  -0.6363
C -3.717 -0.219 7.825  -0.3763
O -2.331 -0.715 7.895  -0.3264
C -1.641 0.056 8.898  -0.7545
H -10.396 -0.678 8.334  0.2200
H -10.680 -1.351 6.636  0.2909
H -10.086 0.354 6.967  0.2833
H -8.272 -0.588 5.243  0.3564
H -8.729 -2.198 5.418  0.4090
H -6.233 -1.955 5.114  0.3955
H -6.584 -2.729 6.642  0.3858
H -6.046 -1.074 7.912  0.2317
H -4.182 -0.780 5.766  0.3128
H -4.212 -2.165 6.878  0.3479
H -4.277 -0.163 8.758  0.3501
H -3.619 0.737 7.311  0.2548
H -1.799 1.128 9.021  0.2987
H -0.562 -0.079 8.823  0.2678
H -1.983 -0.464 9.793  0.3005
C 1.247 9.296 -4.805  -1.4039
C -0.249 9.008 -4.934  0.4363
C -0.931 9.022 -3.552  -0.6610
O -0.327 8.200 -2.561  -0.3381
C -0.498 6.789 -2.715  -0.6655
N -0.846 10.110 -5.639  -0.7287
H 1.392 10.330 -4.493  0.3479
H 1.635 9.100 -5.804  0.3919
H 1.695 8.597 -4.098  0.3041
H -0.255 8.040 -5.435  0.2849
H -1.981 8.751 -3.658  0.3948
H -0.988 9.951 -2.985  0.3025
H -0.183 6.376 -3.674  0.2310
H -1.560 6.589 -2.573  0.3096
H 0.037 6.250 -1.932  0.2430
H -1.814 9.825 -5.690  0.2641
H -0.558 9.887 -6.581  0.2861
C 10.425 -8.699 -1.166  -1.4218
C 9.723 -7.837 -2.261  0.7149
C 9.536 -6.400 -1.847  -0.7464
O 8.636 -6.257 -0.757  -0.2785
C 8.239 -4.990 -0.263  -0.7249
N 10.447 -8.006 -3.550  -0.6681
H 10.468 -9.746 -1.467  0.4058
H 9.817 -8.658 -0.262  0.3525
H 11.466 -8.422 -1.001  0.3663
H 8.697 -8.185 -2.374  0.0874
H 9.136 -5.804 -2.668  0.3117
H 10.491 -5.923 -1.623  0.3324
H 7.670 -4.508 -1.057  0.2876
H 9.104 -4.441 0.109  0.2962
H 7.623 -5.143 0.624  0.2263
H 10.949 -8.882 -3.509  0.2279
H 9.880 -7.934 -4.383  0.2298
C -2.290 0.181 0.480  -1.4088
C -1.207 1.136 1.030  0.5755
C 0.130 1.120 0.269  -0.8330
O 0.632 -0.244 0.323  -0.3208
C 1.552 -0.563 -0.753  -0.5903
N -1.848 2.445 1.044  -0.7410
H -3.123 0.172 1.182  0.3399
H -1.958 -0.857 0.481  0.3618
H -2.617 0.559 -0.489  0.3605
H -0.868 0.836 2.021  0.2018
H 0.886 1.642 0.854  0.3657
H 0.100 1.423 -0.778  0.4498
H 1.626 -1.649 -0.713  0.2756
H 2.547 -0.130 -0.654  0.2750
H 1.158 -0.294 -1.733  0.1749
H -2.495 2.586 1.807  0.2548
H -1.113 3.096 1.283  0.2563
C 3.982 -6.949 -4.202  -1.3358
C 2.986 -7.814 -3.345  0.6247
C 3.489 -8.136 -1.945  -0.8079
O 2.805 -9.267 -1.328  -0.3607
C 2.950 -9.214 0.103  -0.7347
N 1.768 -7.078 -3.315  -0.7504
H 3.599 -6.883 -5.221  0.3423
H 4.964 -7.417 -4.271  0.3644
H 4.276 -5.966 -3.836  0.3130
H 2.792 -8.780 -3.810  0.2411
H 3.306 -7.265 -1.317  0.4106
H 4.569 -8.286 -1.958  0.3117
H 2.357 -10.004 0.564  0.2979
H 2.395 -8.350 0.472  0.3227
H 3.974 -9.243 0.476  0.2791
H 1.111 -7.484 -2.665  0.2477
H 1.326 -7.191 -4.217  0.2356

## Properties
- Highest occupied orbital energy: -8.6 eV
- Relative energy (zero: lowest compared OMol25 entry of this formula, charge and spin): 80.0 kcal per mole
- Gap between HOMO and LUMO: 8.9 eV
- Structure (SMILES): COC[C@H](C)N.COC[C@H](C)N.COC[C@H](C)N.COC[C@H](C)N.COCCNCCOC.COCCNCCOC.COCCNCCOC.COCCNCCOC
- E_LUMO: 0.264 eV

***

# C26H40Cl3HoN4O3Si

A structure of composition C26H40Cl3HoN4O3Si in a non-equilibrium geometry (ωB97M-V/def2-TZVPD, OMol25).

Last column: Mulliken spin population.
Positions of all 78 atoms, in Å:
C -1.487 -2.049 -3.493  0.0002
C -1.103 -2.785 -2.248  0.0010
H -1.754 -2.747 -4.296  0.0000
H -0.668 -1.409 -3.861  0.0000
H -2.349 -1.399 -3.294  0.0000
C -0.573 -4.020 -2.264  -0.0003
C -0.224 -4.771 -3.503  0.0001
H -0.416 -4.564 -1.331  0.0000
H 0.078 -4.105 -4.327  0.0000
H -1.066 -5.385 -3.858  0.0000
H 0.602 -5.469 -3.305  0.0000
Ho 0.396 0.902 0.066  4.0541
Cl -2.275 1.382 0.154  -0.0043
Cl 2.468 2.239 -0.723  -0.0038
H 0.973 5.149 4.131  0.0000
H -1.152 6.160 3.473  0.0000
C 1.203 4.875 3.095  -0.0002
C -0.948 5.921 2.421  -0.0001
N -0.046 4.778 2.345  0.0003
H 1.729 3.919 3.058  0.0001
C -0.350 3.691 1.641  0.0010
O 0.392 2.678 1.574  -0.0078
H -1.885 5.670 1.914  0.0000
H -1.317 3.709 1.112  -0.0005
H 1.835 5.666 2.671  0.0000
H -0.499 6.802 1.943  0.0000
H 1.477 -1.593 -2.476  -0.0003
H 2.598 -4.123 -1.367  0.0000
C 2.519 -1.340 -2.227  0.0023
C 3.433 -3.419 -1.226  0.0000
N 2.942 -2.062 -1.026  0.0003
H 2.611 -0.256 -2.083  -0.0004
C 2.831 -1.564 0.215  0.0001
O 2.192 -0.530 0.512  -0.0092
H 4.005 -3.725 -0.345  0.0000
H 3.348 -2.176 0.983  -0.0001
H 3.159 -1.676 -3.053  0.0000
H 4.066 -3.447 -2.119  0.0000
O -0.279 -0.990 -0.945  -0.0217
C -1.226 -1.970 -0.961  -0.0030
C 0.109 -3.331 0.675  -0.0006
C -1.130 -2.809 0.314  0.0011
H 0.966 -3.114 0.026  0.0002
C 0.234 -4.144 1.806  0.0002
H -2.218 -1.489 -0.983  -0.0005
C -2.252 -3.058 1.100  -0.0002
H 1.222 -4.528 2.069  0.0000
C -0.907 -4.469 2.546  0.0000
C -2.148 -3.923 2.192  0.0000
H -3.199 -2.589 0.811  0.0000
H -0.820 -5.158 3.386  0.0000
H -3.043 -4.183 2.757  0.0000
Si -0.550 3.257 -3.166  -0.0007
Cl -0.174 1.205 -2.565  0.0011
C 1.063 4.188 -3.183  -0.0001
C -1.612 4.135 -1.914  0.0006
C -1.364 2.999 -4.815  0.0000
H 1.658 3.973 -2.281  0.0000
H 0.817 5.262 -3.209  0.0000
H 1.673 3.942 -4.061  0.0000
H -0.667 2.543 -5.532  0.0000
H -1.697 3.963 -5.223  0.0000
H -2.243 2.342 -4.725  0.0000
H -1.906 3.475 -1.086  -0.0003
H -2.520 4.504 -2.412  -0.0001
H -1.065 5.002 -1.512  0.0000
N -0.488 -0.609 7.776  0.0000
C -0.442 -0.547 6.607  0.0001
C -0.359 -0.429 5.174  -0.0002
C 0.624 -1.116 4.456  -0.0001
C 0.701 -0.910 3.079  -0.0006
N -0.121 -0.092 2.407  -0.0063
C -1.115 0.487 3.101  0.0002
C -1.255 0.388 4.479  -0.0002
H 1.337 -1.783 4.941  0.0000
H 1.489 -1.394 2.505  -0.0006
H -1.810 1.078 2.504  -0.0008
H -2.031 0.964 4.981  0.0000

## Properties
- Highest occupied orbital energy (spin up / spin down): -7.9 / -7.9 eV
- Relative energy (zero: lowest compared OMol25 entry of this formula, charge and spin): 8.9 kcal per mole
- Gap between HOMO and LUMO (spin up / spin down): 7.5 / 7.5 eV
- E_LUMO (spin up / spin down): -0.410 / -0.410 eV
- 2S+1: 5
- ⟨S²⟩: 6.00

***

# C8H28O6

A cluster of 6 separate species, C8H28O6 in total in a non-equilibrium geometry (ωB97M-V/def2-TZVPD, OMol25).

Last column: Mulliken charge in e.
Positions of all 42 atoms, in Å:
C 5.968 10.243 7.261  -1.4763
C 6.992 11.231 7.556  0.9370
C 6.473 12.632 7.575  -1.4302
O 7.622 10.888 8.914  -0.6327
H 6.444 9.282 7.377  0.3852
H 5.696 10.430 6.193  0.3641
H 5.118 10.278 7.954  0.3283
H 7.793 11.040 6.830  0.1094
H 6.090 12.874 6.602  0.4417
H 7.286 13.327 7.757  0.4057
H 5.742 12.728 8.413  0.3215
H 7.912 11.751 9.269  0.3094
C 10.621 12.925 11.101  -0.5503
O 9.245 12.730 10.957  -0.5133
H 11.079 12.277 11.843  0.2674
H 11.112 12.831 10.145  0.2141
H 10.809 14.030 11.276  0.2573
H 9.040 11.806 11.053  0.2872
C 13.127 9.382 10.974  -0.2276
O 14.445 9.486 10.363  -0.5122
H 13.041 8.509 11.598  0.3127
H 12.953 10.307 11.495  0.2158
H 12.438 9.322 10.138  -0.0628
H 15.094 9.363 11.024  0.2716
C 13.740 9.433 5.728  -0.4914
O 12.720 9.161 4.766  -0.5498
H 13.560 10.327 6.302  0.2120
H 13.813 8.619 6.464  0.1603
H 14.711 9.582 5.274  0.3425
H 12.019 8.745 5.343  0.2909
C 12.147 6.153 7.415  -0.7050
O 11.399 7.374 7.485  -0.3395
H 11.527 5.281 7.690  0.2875
H 12.355 6.062 6.342  0.2306
H 13.073 6.192 7.982  0.2909
H 11.141 7.620 8.374  0.2205
C 10.848 10.494 7.471  -0.4787
O 10.061 9.674 8.287  -0.4700
H 10.780 10.221 6.396  0.2384
H 10.610 11.573 7.494  0.3668
H 11.877 10.377 7.699  0.1014
H 9.177 10.105 8.393  0.2694

## Properties
- Highest occupied orbital energy: -9.7 eV
- Relative energy (zero: lowest compared OMol25 entry of this formula, charge and spin): 45.8 kcal per mole
- Gap between HOMO and LUMO: 10.4 eV
- Structure (SMILES): CC(C)O.CO.CO.CO.CO.CO
- E_LUMO: 0.673 eV

***

# C7H19NSSi2

A cluster of 2 separate species, C7H19NSSi2 in total in a non-equilibrium geometry (ωB97M-V/def2-TZVPD, OMol25).

Last column: Mulliken charge in e.
Positions of all 30 atoms, in Å:
C -3.285 0.068 -0.543  -0.1430
C 1.809 -1.643 1.156  -1.2170
C -1.229 -2.434 0.386  -0.8900
C -0.643 -0.626 2.886  -1.0018
C 2.003 1.799 -0.085  -1.2437
C 0.979 0.234 -2.511  -1.0783
C -0.828 2.639 -1.383  -1.0978
N -0.507 0.174 0.148  0.4377
Si -0.064 -1.181 1.155  0.0604
Si 0.384 1.250 -0.914  0.1374
S -3.575 -0.717 -1.798  -0.0056
H -1.565 0.344 0.194  0.1684
H 2.268 -0.961 0.519  0.2340
H 2.221 -1.732 2.129  0.3767
H 1.991 -2.632 0.823  0.4033
H -0.887 -3.436 0.818  0.2891
H -2.351 -2.262 0.623  0.2307
H -1.153 -2.476 -0.687  0.2893
H 0.156 -0.101 3.448  0.2814
H -1.398 0.142 2.523  0.2593
H -1.138 -1.292 3.581  0.3915
H 2.724 1.080 0.296  0.3722
H 2.523 2.477 -0.630  0.4788
H 1.740 2.291 0.885  0.3057
H 1.010 0.885 -3.359  0.4436
H 1.894 -0.478 -2.619  0.2868
H 0.042 -0.332 -2.859  0.2435
H -1.867 2.508 -1.055  0.2906
H -0.545 3.474 -0.727  0.3249
H -0.710 2.936 -2.401  0.3718

## Properties
- Highest occupied orbital energy: -8.6 eV
- Relative energy (zero: lowest compared OMol25 entry of this formula, charge and spin): 41.6 kcal per mole
- Gap between HOMO and LUMO: 8.2 eV
- E_LUMO: -0.348 eV

***

# C4H7NO2

A cluster of 2 separate species, C4H7NO2 in total in a non-equilibrium geometry (ωB97M-V/def2-TZVPD, OMol25).

Last column: Mulliken charge in e.
Positions of all 14 atoms, in Å:
C -0.259 1.757 0.075  -0.6627
C -1.422 -0.315 0.372  0.6556
N -1.343 -1.485 1.037  -0.3854
O -0.254 0.433 0.615  -0.3414
O -2.322 -0.008 -0.384  -0.5933
H -0.497 -1.705 1.540  0.2355
H -2.022 -2.204 0.838  0.2338
H 0.700 2.226 0.312  0.2460
H -1.048 2.361 0.530  0.3188
H -0.376 1.710 -1.013  0.2964
C 1.612 -0.741 -1.071  -0.4417
C 2.773 -0.551 -0.800  -0.4357
H 3.815 -0.506 -0.575  0.4018
H 0.644 -0.973 -1.476  0.4722

## Properties
- Highest occupied orbital energy: -10.4 eV
- Relative energy (zero: lowest compared OMol25 entry of this formula, charge and spin): 59.2 kcal per mole
- Gap between HOMO and LUMO: 11.3 eV
- Structure (SMILES): COC(N)=O.C#C
- E_LUMO: 0.918 eV